# C30H53N10O11

A cluster of 10 separate species, C30H53N10O11 in total at a distorted geometry (ωB97M-V/def2-TZVPD, the Open Molecules 2025 dataset).

Max |F|: 15.435 eV/A
Calculated total energy: -2548.67484 Ha
ΔE to the lowest compared entry with this formula, charge and spin: 391.1 kJ/mol
Net charge: +1
Frontier orbital gap: 3.94 eV
E_LUMO: -0.2077 Ha

```
104
Properties=species:S:1:pos:R:3:forces:R:3:mulliken_charge:R:1
C -0.3824 -1.9657 0.2261 -2.7956 -0.4619 1.6202 -1.939
C -0.1264 -0.7447 -0.6679 -0.4345 -1.0262 -0.8736 1.804
C -1.4194 -0.1217 -0.9669 -2.9687 -0.2417 -2.7821 -0.993
C -1.4014 1.3393 -1.4209 10.1986 -2.0461 0.7373 -1.312
C -0.7374 2.1413 -0.3159 1.1916 2.8967 -6.4764 -1.702
C 0.7146 1.7023 -0.0739 -0.2684 3.4407 1.1698 1.406
N 0.7826 0.2723 0.0771 3.8750 -4.3282 4.5026 1.224
O 1.6246 -0.2267 0.9571 -4.6502 2.6704 -5.0871 -0.286
C 1.1036 2.3873 1.2461 -1.8619 -3.4091 1.8803 -2.792
C 1.6676 2.1893 -1.2099 -0.8345 -0.0835 0.9083 -1.432
C 0.5356 -1.2037 -1.9809 1.9268 -0.8930 -0.4652 -0.665
H -1.2404 -2.8127 -0.1099 2.4528 2.8257 0.4603 -0.019
H -0.5644 -1.7137 1.3411 -0.3726 0.0640 -1.9284 -0.058
H 0.5306 -2.3967 0.3511 2.4507 -2.0867 0.0112 0.919
H -1.9584 -0.2797 -0.0589 -1.0352 0.7749 0.6653 0.654
H -2.1654 -0.7407 -1.8039 2.7651 1.3205 2.2187 0.138
H -2.2684 1.4253 -1.6799 -10.1393 2.5113 -1.9519 1.277
H -0.9164 1.5533 -2.4799 -0.2359 -0.9033 2.0777 -0.121
H -1.1734 2.0053 0.5351 -3.1549 -0.6516 5.1052 0.699
H -0.8294 3.3163 -0.5939 0.8040 -2.7044 1.0260 0.344
H 1.9736 2.0713 1.6801 2.7646 -1.4957 0.3876 0.974
H 0.4716 2.2763 2.1781 -0.5181 -0.8670 -1.4531 0.096
H 1.2426 3.3593 1.3941 0.2317 4.7682 -1.4199 0.974
H 1.4326 3.2423 -1.4179 -0.2831 -0.4105 0.0113 0.399
H 1.3836 1.5443 -2.0399 1.1049 0.3370 -0.4296 0.323
H 2.6626 2.2103 -0.7599 0.2197 -0.7235 -0.7923 0.337
H 1.3606 -1.8567 -1.5369 -0.3776 0.8424 -1.3904 0.268
H 0.9736 -0.3547 -2.7099 -1.3108 -2.1647 1.6918 0.130
H -0.2014 -1.9467 -2.4999 1.3172 1.8470 0.8465 0.125
N 1.6516 -6.8747 1.6071 2.3679 -1.7897 0.9429 -0.158
C 1.1956 -5.7647 0.9271 -3.8440 1.2210 -0.8295 -0.349
C -0.2084 -6.1177 0.3761 7.0734 -5.0611 5.1567 -0.524
C -0.4394 -7.5367 0.8081 5.6173 2.9463 0.6250 -0.820
C 0.7796 -7.9927 1.4561 -1.8274 4.3847 -1.3908 -0.383
H 2.6846 -7.0667 2.1831 -4.1470 1.2980 -2.6274 0.362
H 1.5956 -4.6297 0.9691 -0.5536 -3.3230 0.1051 0.233
H -0.8914 -5.5117 0.0151 -2.8893 2.9917 -1.9658 0.699
H -1.1564 -8.1917 0.4891 -1.9197 -1.3010 -0.6123 0.489
H 1.1806 -8.9397 1.6281 0.1499 -1.3171 0.5824 0.458
N -2.0994 0.6313 -5.2929 -1.0053 -3.6156 1.7429 0.064
C -3.1564 -0.2057 -4.7789 4.6559 -3.8246 -0.4896 -0.438
C -2.4974 -1.5707 -4.5529 1.3159 4.7032 -1.2355 -0.569
C -1.0264 -1.4427 -4.9409 -3.4215 2.5588 0.7429 -0.482
C -0.8544 0.0063 -5.2989 -0.9203 -4.0983 0.4361 -0.520
H -2.3754 1.5523 -5.4929 0.4715 1.4825 -0.3627 0.324
H -4.2224 0.0233 -4.8189 0.6537 0.3133 0.1040 0.404
H -2.9454 -2.3987 -4.0159 -0.0942 -0.0001 -0.4898 0.465
H -0.3474 -2.3527 -4.8419 -0.6207 1.9571 -0.3646 0.467
H 0.1316 0.3943 -5.5919 -1.0640 0.4506 -0.0008 0.430
N 6.7046 -2.5777 1.2001 -0.8751 -0.6265 1.2464 0.015
C 6.1416 -3.1417 0.0801 -2.0065 0.3545 0.8921 -0.643
C 4.6746 -2.8547 0.2141 2.6800 -1.1216 -0.0533 -0.270
C 4.4536 -2.1267 1.4561 13.1840 -7.0656 -3.8083 -0.838
C 5.7666 -2.1267 2.1311 -1.0020 0.5285 -2.4275 -0.840
H 7.6896 -2.6307 1.4491 -0.4860 -0.1710 -0.2693 0.231
H 6.8586 -3.8087 -0.5279 -1.8901 1.3561 0.6199 0.315
H 3.9416 -3.4197 -0.4169 0.6364 1.1946 0.5296 0.346
H 3.7666 -1.6597 1.7851 -9.4900 5.3177 4.2109 1.288
H 6.1746 -1.8457 3.1241 -0.8208 0.2182 -0.9472 0.361
N -2.0484 3.7943 -5.7539 0.9836 0.2285 0.0659 -0.136
C -1.0394 3.8493 -4.6859 -7.4917 -0.5077 2.1566 -1.005
C -1.8904 3.8223 -3.4039 1.3984 -0.3350 -1.5973 0.603
C -3.2904 3.6513 -3.7069 2.7246 1.2542 -6.3671 -0.399
C -3.3764 3.7463 -5.2869 1.9344 -0.2330 2.7814 -0.746
H -1.8204 3.7533 -6.8379 -0.5497 0.3323 3.3599 0.279
H -0.0424 4.1103 -4.7999 1.4888 0.1623 -0.5335 0.491
H -1.4544 3.8723 -2.2999 -1.0098 0.0015 -2.9289 0.072
H -4.1734 3.6943 -3.1469 -0.7178 -0.0831 1.0276 0.574
H -4.1914 3.8743 -6.0819 1.1707 -0.5193 1.7322 0.319
C 0.3786 3.1153 5.6591 7.9385 2.6398 -6.0993 -0.837
N -0.1134 3.9643 4.5011 4.5781 1.9688 -1.4645 0.832
O -1.1904 3.8213 3.9921 -0.4556 -0.3119 0.4624 -0.506
O 0.8016 4.7273 4.0381 -2.6375 -1.6987 1.0236 -0.501
H -0.4024 2.8713 6.0291 -9.4769 -4.4793 4.8013 0.414
H 0.8796 3.7123 6.3411 1.1136 1.5269 0.9456 0.357
H 1.1186 2.3933 5.2471 -1.0936 0.2140 0.2895 0.244
C -0.4464 -4.2777 3.5961 -1.3857 0.6180 0.0753 -0.701
N 0.9186 -3.7287 3.6231 3.4066 0.1690 -0.4047 0.778
O 1.2606 -2.9757 2.6571 -1.0432 -1.6224 2.7234 -0.324
O 1.7366 -4.1277 4.4941 -2.4819 1.2047 -2.0588 -0.526
H -0.4594 -5.3327 3.5661 0.8406 -1.4045 0.7668 0.327
H -0.8134 -4.1257 2.5921 -0.4058 1.0433 0.0174 0.154
H -1.1204 -3.9387 4.4361 1.0830 0.0240 -1.0499 0.295
C 5.1596 4.4103 -0.3099 3.2689 2.0000 3.1590 -0.609
N 3.9316 5.0353 0.4471 1.1476 1.2992 -4.9925 0.837
O 3.3446 5.8863 -0.2559 0.6168 -1.0153 1.7235 -0.524
O 3.5506 4.5163 1.4261 -0.7441 -0.5912 2.2004 -0.471
H 5.8166 3.7993 0.5191 -1.8123 1.5070 -2.3459 0.271
H 5.8246 5.2343 -0.8739 -1.8325 -1.7770 1.6023 0.267
H 4.6696 3.8273 -1.0089 -0.6188 -1.4729 -1.3818 0.258
C -6.2284 2.1933 0.9481 4.8852 0.5258 0.6312 -0.723
N -4.8684 2.0493 0.2431 0.6053 1.2214 -0.2130 0.861
O -4.3954 3.0853 -0.2419 0.0173 -2.2000 0.3575 -0.539
O -4.3964 0.9103 0.2631 0.1687 1.6122 -0.5475 -0.451
H -5.8964 1.5413 1.7121 -1.5307 -0.7917 1.3404 0.170
H -6.7414 1.8413 0.1581 -3.1919 -1.1603 -1.8021 0.388
H -6.2194 3.2203 1.2041 -0.9020 0.8226 0.2321 0.323
C -3.2024 0.6953 3.5791 -0.3713 0.9757 -4.2403 -1.101
N -2.1434 -0.1497 3.0811 0.0274 -4.7859 0.7838 0.958
O -2.4184 -1.3677 2.9281 -0.2726 2.0371 -0.5935 -0.544
O -1.0024 0.1983 3.1741 1.1078 1.4472 -0.6377 -0.435
H -4.1644 0.4433 3.0681 1.0349 1.1887 -0.3469 0.255
H -2.7124 1.6183 3.7641 -0.6226 1.4346 -0.3907 0.348
H -3.3744 0.2503 4.4241 -0.8830 -2.2326 5.4042 0.512
```
Forces are in eV/Å.



# C22H16ClN5OS2

An isolated molecule of C22H16ClN5OS2 at a distorted geometry (ωB97M-V/def2-TZVPD, the Open Molecules 2025 dataset).

Max |F|: 1.318 eV/A
Calculated total energy: -2453.52376 Ha
ΔE to the lowest compared entry with this formula, charge and spin: 19.5 kJ/mol
Frontier orbital gap: 9.08 eV
Structure (SMILES): Clc1ccc(-c2noc(CSc3nnc(Cc4cccs4)n3-c3ccccc3)n2)cc1
E_LUMO: 0.0169 Ha

```
47
Properties=species:S:1:pos:R:3:forces:R:3:mulliken_charge:R:1
Cl 7.1782 -3.0870 -2.9539 0.1688 -0.0348 -0.1707 -0.215
C 5.9698 -2.8318 -1.7478 -0.2229 0.0738 0.2236 0.447
C 5.2504 -3.9165 -1.2644 0.0777 0.0233 -0.0786 -0.669
C 4.2859 -3.7135 -0.2980 -0.0081 0.2600 0.0593 -0.430
C 4.0421 -2.4289 0.1850 0.4108 -0.1795 -0.4378 0.151
C 3.0385 -2.2009 1.2030 -0.9198 -0.0954 0.8583 0.311
N 2.2309 -3.1162 1.6790 0.6544 -0.6392 -0.8540 -0.503
O 1.4635 -2.4753 2.5980 -0.3029 0.6701 0.5527 -0.122
C 1.8687 -1.1960 2.6108 0.6883 -0.1980 -0.4984 0.603
C 1.2062 -0.2060 3.4770 -0.5319 0.0852 -0.2107 -0.785
S -0.5036 0.0692 2.8833 -0.0986 -0.1443 0.4395 -0.108
C -0.1128 0.8667 1.3876 0.0418 0.0121 -0.0105 0.391
N 1.0161 1.4457 1.0899 -0.1251 -0.3285 1.1161 -0.285
N 0.9016 1.9287 -0.1555 0.0395 0.4926 -1.2222 -0.885
C -0.2796 1.6345 -0.6134 -0.0134 -0.0466 -0.0213 0.489
C -0.8323 2.0450 -1.9317 0.0737 -0.0277 -0.0421 -0.789
C -2.1931 2.6415 -1.7641 -0.4197 0.1011 -0.4327 0.069
C -2.5910 3.5661 -0.8493 0.1783 -0.0963 -0.2145 -0.246
C -3.9651 3.8821 -0.9440 -0.1626 0.0446 -0.0323 -0.663
C -4.5914 3.1937 -1.9292 0.0565 -0.2536 -0.2771 -0.397
S -3.5170 2.1446 -2.7652 0.2274 0.4852 0.4540 -0.139
N -0.9892 0.9399 0.3376 0.8101 0.2103 0.1418 0.517
C -2.3126 0.4597 0.2858 -0.5716 -0.3536 -0.0142 -0.245
C -3.2316 0.8850 1.2361 0.1165 -0.0617 -0.1195 0.137
C -4.5357 0.4313 1.1712 -0.0159 -0.0222 0.0619 -0.927
C -4.9207 -0.4423 0.1680 -0.0445 -0.0532 -0.0277 -0.459
C -3.9964 -0.8752 -0.7677 -0.0189 -0.0374 0.0106 -0.753
C -2.6889 -0.4294 -0.7121 0.0948 0.0327 0.2128 -0.153
N 2.8316 -0.9757 1.7760 -0.0381 0.3438 0.2961 -0.396
C 4.7683 -1.3477 -0.3110 -0.1724 -0.2147 0.1115 -0.283
C 5.7332 -1.5478 -1.2783 0.0983 -0.1203 -0.1144 -0.686
H 5.4491 -4.9064 -1.6441 0.0353 -0.0685 -0.0443 0.416
H 3.7138 -4.5390 0.0949 -0.0311 -0.1208 0.0144 0.476
H 1.7399 0.7404 3.4262 0.0778 -0.1383 0.0956 0.345
H 1.1037 -0.5710 4.4977 0.0104 0.0847 -0.0003 0.452
H -0.8848 1.1890 -2.6092 0.0763 0.0417 -0.0286 0.367
H -0.1337 2.7696 -2.3593 -0.0291 -0.1415 0.0079 0.371
H -1.9232 4.0086 -0.1311 0.1726 0.0416 0.1578 0.513
H -4.4592 4.5913 -0.3047 -0.1274 0.1217 0.0937 0.416
H -5.6198 3.2357 -2.2271 -0.2438 0.0587 -0.0133 0.468
H -2.9219 1.5708 2.0101 0.0219 0.1259 0.0479 0.557
H -5.2529 0.7656 1.9050 -0.0703 0.0308 0.0638 0.404
H -5.9414 -0.7892 0.1174 -0.0923 -0.0336 -0.0006 0.431
H -4.2920 -1.5619 -1.5460 -0.0331 -0.0603 -0.0699 0.410
H -1.9613 -0.7693 -1.4338 0.0991 -0.0204 -0.0514 0.461
H 4.5594 -0.3601 0.0695 0.0062 0.1001 0.0170 0.517
H 6.3005 -0.7176 -1.6685 0.0571 0.0507 -0.0492 0.418
```
Forces are in eV/Å.



# C3H3F3O

An isolated molecule of C3H3F3O at a distorted geometry (ωB97M-V/def2-TZVPD, the Open Molecules 2025 dataset).

Max |F|: 3.493 eV/A
Calculated total energy: -490.89110 Ha
ΔE to the lowest compared entry with this formula, charge and spin: 156.5 kJ/mol
Frontier orbital gap: 10.73 eV
Structure (SMILES): O[C@@H](F)/C(F)=C/F
E_LUMO: 0.0287 Ha

```
10
Properties=species:S:1:pos:R:3:forces:R:3:mulliken_charge:R:1
O 0.8528 -1.1297 0.6878 -1.2669 0.4343 2.0611 -0.447
C -0.0630 -0.0895 0.8774 -1.8339 -1.3904 -2.3205 0.074
F 0.4859 1.1610 0.6419 0.2458 -0.7206 1.0854 -0.302
C -1.1946 -0.1932 -0.1797 0.3685 1.7405 0.1879 0.120
F -2.2304 -0.9693 0.1378 0.2646 -0.7518 0.0922 -0.252
C -1.2963 0.5923 -1.2489 -1.8188 -2.9717 0.2479 -0.012
F -2.2517 0.3284 -2.1703 -0.3089 0.1439 0.3576 -0.240
H 1.4380 -0.8290 0.0386 1.5902 0.4385 -1.8961 0.314
H -0.5712 -0.3201 1.8111 0.5443 0.9576 0.6797 0.298
H -0.7010 1.3309 -1.5932 2.2153 2.1196 -0.4952 0.447
```
Forces are in eV/Å.